No. 1
Molecular formula: C26H70AgN5O9
Method: DFT, the ωB97M-V functional and the def2-TZVPD basis

Molecular weight ... 704.740 g mol⁻¹
E_tot ... -57965.057 eV
Kohn-Sham gap (spin up / spin down) ... 4.031 / 6.436 eV
Spin multiplicity ... 3

Atoms and positions in Å:
Ag -3.328 0.262 -0.678
C 0.743 -0.447 -0.720
C -0.724 -0.350 -0.602
O -1.437 -0.987 -1.394
O -1.184 0.604 0.116
H 1.148 -1.447 -0.876
H 1.335 0.133 -0.011
H 1.038 0.035 -1.652
C 4.363 0.288 -1.389
C 4.335 1.164 -0.154
C 5.338 0.624 0.935
O 5.002 1.106 2.227
C 5.708 0.628 3.369
N 4.713 2.596 -0.361
H 4.175 -0.772 -1.220
H 5.243 0.436 -2.015
H 3.561 0.585 -2.065
H 3.372 1.181 0.356
H 6.347 1.017 0.807
H 5.195 -0.453 1.026
H 5.371 -0.400 3.498
H 5.673 1.199 4.297
H 6.758 0.731 3.095
H 5.537 2.546 -0.944
H 5.139 2.878 0.510
C -5.048 -3.022 -2.061
C -5.562 -2.281 -0.840
C -4.764 -2.519 0.535
O -3.411 -2.135 0.365
C -2.588 -2.719 1.432
N -5.579 -0.863 -1.284
H -5.390 -2.595 -3.003
H -5.261 -4.091 -2.038
H -3.969 -2.964 -2.204
H -6.491 -2.809 -0.622
H -4.865 -3.551 0.871
H -5.264 -1.859 1.244
H -2.976 -2.381 2.393
H -1.583 -2.363 1.204
H -2.662 -3.798 1.294
H -6.148 -0.847 -2.118
H -6.091 -0.263 -0.654
C 1.993 3.137 2.608
C 1.496 1.912 3.425
C -0.041 1.861 3.619
O -0.518 2.924 4.456
C -1.885 2.766 4.918
N 2.138 0.770 2.654
H 1.484 4.026 2.980
H 1.768 3.012 1.549
H 3.067 3.324 2.650
H 2.040 2.001 4.365
H -0.334 0.883 4.000
H -0.488 1.973 2.631
H -2.382 2.310 4.061
H -2.305 3.684 5.327
H -1.859 1.930 5.617
H 1.661 0.911 1.775
H 3.086 1.001 2.394
C 1.651 -2.569 2.167
C 0.638 -2.998 3.209
C 1.293 -3.843 4.364
O 1.731 -5.094 3.887
C 1.926 -5.961 4.984
N 0.105 -1.762 3.783
H 2.057 -3.371 1.550
H 2.562 -2.151 2.596
H 1.188 -1.804 1.544
H -0.181 -3.511 2.706
H 0.637 -3.940 5.229
H 2.167 -3.252 4.639
H 1.008 -6.246 5.498
H 2.624 -5.493 5.677
H 2.182 -6.942 4.583
H -0.614 -1.511 3.120
H 0.720 -0.964 3.860
C -3.774 4.146 -2.997
C -3.902 2.675 -2.649
C -3.384 1.713 -3.742
O -3.538 0.350 -3.218
C -3.089 -0.584 -4.149
N -3.092 2.410 -1.405
H -2.785 4.584 -2.862
H -4.551 4.730 -2.502
H -3.834 4.261 -4.080
H -4.953 2.414 -2.528
H -2.341 1.796 -4.047
H -4.011 1.915 -4.610
H -2.950 -1.610 -3.807
H -2.042 -0.456 -4.424
H -3.752 -0.624 -5.012
H -2.177 2.792 -1.601
H -3.370 2.930 -0.585
C 1.817 2.914 -3.121
C 1.301 3.468 -1.708
O 2.293 4.357 -1.298
H 1.342 1.979 -3.420
H 2.873 2.672 -3.008
H 1.665 3.668 -3.893
H 1.014 2.671 -1.022
H 0.374 4.009 -1.896
H 3.154 3.935 -1.357
C 0.662 -1.076 -6.314
C 0.780 -1.244 -4.816
O -0.282 -2.210 -4.515
H -0.288 -0.730 -6.723
H 0.861 -2.028 -6.807
H 1.452 -0.397 -6.635
H 0.702 -0.398 -4.133
H 1.704 -1.795 -4.645
H -0.258 -2.347 -3.565

No. 2
Molecular formula: C26H19N2O3Zn
Method: DFT, the ωB97M-V functional and the def2-TZVPD basis

Molecular weight ... 472.839 g mol⁻¹
E_tot ... -84803.160 eV
Kohn-Sham gap (spin up / spin down) ... 7.246 / 5.253 eV
Total charge ... +1

Atoms and positions in Å:
Zn 0.997 -2.376 -2.159
C 3.933 1.099 -2.231
C 3.568 -0.257 -1.985
N 2.355 -0.654 -1.777
C 1.292 0.323 -1.710
C 1.597 1.683 -2.251
C 2.938 2.027 -2.417
C 0.556 2.614 -2.471
C -0.789 2.416 -2.397
C -1.559 1.202 -2.205
C -2.942 1.276 -2.001
C -3.702 0.128 -1.911
C -3.070 -1.098 -2.053
N -1.754 -1.205 -2.237
C -1.058 -0.098 -2.286
H 4.976 1.348 -2.356
H 4.329 -1.030 -2.020
H 3.183 3.035 -2.728
H 0.880 3.622 -2.703
H -1.404 3.300 -2.527
H -3.411 2.250 -1.925
H -4.769 0.175 -1.748
H -3.626 -2.026 -2.012
O 0.408 -1.945 -0.108
C 0.313 -0.700 0.646
C 0.918 0.453 -0.184
O 1.162 1.496 0.350
O 0.284 -0.337 -2.502
C -1.155 -0.415 0.969
C -2.033 -1.486 1.105
C -3.336 -1.276 1.534
C -3.776 0.005 1.830
C -2.907 1.076 1.686
C -1.601 0.870 1.260
C 1.160 -0.874 1.905
C 0.631 -0.734 3.181
C 1.438 -0.941 4.292
C 2.769 -1.289 4.137
C 3.303 -1.429 2.863
C 2.504 -1.219 1.753
H 0.786 -2.602 0.494
H -1.706 -2.489 0.873
H -4.003 -2.121 1.644
H -4.789 0.168 2.173
H -3.237 2.080 1.919
H -0.929 1.714 1.187
H -0.406 -0.462 3.316
H 1.018 -0.828 5.283
H 3.392 -1.450 5.007
H 4.344 -1.696 2.736
H 2.930 -1.320 0.761

No. 3
Molecular formula: C17H13Cl3N2O2SiV
Method: DFT, the ωB97M-V functional and the def2-TZVPD basis

Molecular weight ... 462.692 g mol⁻¹
E_tot ... -96043.219 eV
Kohn-Sham gap (spin up / spin down) ... 6.235 / 6.492 eV
Total charge ... +1
Spin multiplicity ... 3

Atoms and positions in Å:
V 0.715 -2.031 0.915
C 3.944 -2.808 0.800
O 2.837 -1.771 1.032
C 3.101 -0.461 0.544
C 4.387 0.049 0.555
C 4.618 1.426 0.423
C 3.548 2.251 0.168
C 2.225 1.760 0.047
C 1.942 0.404 0.282
N 0.621 -0.244 0.383
N -0.401 0.559 0.018
C -1.715 0.264 -0.041
C -2.161 -1.034 0.378
O -1.263 -1.880 0.782
C -3.545 -1.272 0.299
C -4.439 -0.269 -0.054
C -4.078 1.062 -0.435
C -4.973 2.140 -0.730
C -4.490 3.449 -0.849
C -3.120 3.683 -0.848
C -2.209 2.601 -0.744
C -2.663 1.327 -0.437
H 4.805 -2.503 1.392
H 4.150 -2.862 -0.270
H 3.519 -3.748 1.192
H 5.198 -0.630 0.671
H 5.618 1.804 0.547
H 3.691 3.320 0.059
H 1.422 2.438 -0.227
H -3.889 -2.264 0.548
H -5.492 -0.552 -0.046
H -6.039 1.969 -0.757
H -5.193 4.298 -0.921
H -2.752 4.710 -0.871
H -1.149 2.772 -0.782
Cl -0.935 -4.554 -1.786
Si 0.945 -3.854 -1.288
Cl 2.616 -5.063 -1.422
Cl 0.604 -4.488 1.473

No. 4
Molecular formula: C4H8O3S
Method: DFT, the ωB97M-V functional and the def2-TZVPD basis

Molecular weight ... 136.172 g mol⁻¹
E_tot ... -21254.348 eV
Kohn-Sham gap ... 9.922 eV

Atoms and positions in Å:
O 0.679 -1.111 -1.971
C 0.611 -0.691 -0.629
C -0.791 -0.724 -0.005
O -1.162 -1.814 0.797
C -0.399 0.540 0.779
S -1.585 1.858 1.080
C 0.676 0.803 -0.310
O 1.935 1.281 0.087
H 1.598 -1.033 -2.253
H 1.342 -1.198 0.011
H -1.517 -0.485 -0.752
H -1.371 -2.530 0.206
H 0.087 0.234 1.684
H -2.182 1.279 2.108
H 0.242 1.393 -1.149
H 1.837 2.197 0.317

No. 5
Molecular formula: C4H8O3
Method: DFT, the ωB97M-V functional and the def2-TZVPD basis

Molecular weight ... 104.105 g mol⁻¹
E_tot ... -10419.006 eV
Kohn-Sham gap ... 10.720 eV

Atoms and positions in Å:
O 0.171 0.273 -1.719
C 0.377 -0.622 -0.940
C 0.311 -0.411 0.550
C 0.662 1.037 0.943
C 0.538 1.351 2.387
O 1.094 2.213 3.015
H 0.569 -1.650 -1.300
H -0.636 -0.755 0.967
H 1.110 -1.026 0.991
H -0.101 1.691 0.501
H 1.491 1.309 0.353
H -0.211 0.742 2.903
O -1.793 -1.734 -3.088
H -1.770 -0.835 -3.422
H -1.814 -1.581 -2.141

No. 6
Molecular formula: C69H159N5O13
Method: DFT, the ωB97M-V functional and the def2-TZVPD basis

Molecular weight ... 1267.053 g mol⁻¹
E_tot ... -108185.108 eV
Kohn-Sham gap ... 7.898 eV

Atoms and positions in Å:
C -10.249 1.560 1.216
C -9.410 2.773 0.717
C -10.448 3.849 0.238
C -9.846 5.279 0.231
C -9.314 5.670 1.596
C -8.225 4.725 2.103
N -8.603 3.298 1.876
O -7.751 2.299 2.364
C -6.965 5.012 1.341
C -8.116 4.907 3.612
C -8.506 2.430 -0.515
H -11.000 1.963 1.896
H -9.541 0.805 1.557
H -10.831 1.126 0.403
H -10.696 3.710 -0.814
H -11.349 3.819 0.850
H -10.652 5.991 0.049
H -9.136 5.539 -0.554
H -10.086 5.954 2.312
H -8.861 6.658 1.512
H -7.060 4.731 0.292
H -6.589 6.032 1.413
H -6.108 4.487 1.763
H -7.517 4.196 4.181
H -7.836 5.907 3.945
H -9.058 4.669 4.105
H -8.044 3.283 -1.011
H -9.186 2.096 -1.298
H -7.695 1.780 -0.185
H -7.882 2.361 3.313
C -4.092 3.191 -8.202
C -3.080 4.329 -7.945
C -1.803 3.707 -7.345
C -0.958 2.732 -8.335
C -0.477 3.614 -9.520
C -1.666 4.423 -10.198
N -2.630 5.027 -9.207
O -3.724 5.606 -9.827
C -0.951 5.608 -10.925
C -2.159 3.395 -11.257
C -3.660 5.301 -6.861
H -5.112 3.540 -8.041
H -3.916 2.379 -7.496
H -4.052 2.604 -9.120
H -1.132 4.504 -7.025
H -2.159 3.201 -6.448
H -1.504 1.915 -8.808
H -0.130 2.306 -7.768
H 0.128 3.052 -10.231
H 0.279 4.314 -9.166
H -1.666 6.150 -11.545
H -0.438 6.330 -10.290
H -0.291 5.125 -11.645
H -1.311 3.022 -11.831
H -2.531 2.518 -10.728
H -2.923 3.824 -11.905
H -4.401 5.975 -7.290
H -2.829 5.864 -6.436
H -4.112 4.745 -6.039
H -4.138 4.805 -10.159
C 2.888 5.164 -4.435
C 4.364 5.116 -4.901
C 5.049 3.798 -4.436
C 6.389 3.501 -5.041
C 6.167 3.425 -6.548
C 5.456 4.712 -7.184
N 4.270 5.093 -6.389
O 3.699 6.221 -6.900
C 6.490 5.825 -7.265
C 4.993 4.335 -8.649
C 5.203 6.320 -4.391
H 2.362 6.114 -4.339
H 2.950 4.890 -3.381
H 2.242 4.384 -4.836
H 5.124 3.817 -3.349
H 4.351 2.970 -4.561
H 6.910 2.613 -4.683
H 7.092 4.303 -4.815
H 5.522 2.559 -6.694
H 6.989 3.226 -7.235
H 7.284 5.540 -7.956
H 5.923 6.660 -7.677
H 6.952 6.144 -6.331
H 4.462 5.173 -9.101
H 5.785 4.035 -9.335
H 4.552 3.339 -8.606
H 6.292 6.280 -4.394
H 4.860 6.521 -3.376
H 4.884 7.160 -5.009
H 2.969 5.785 -7.346
C 2.244 -10.296 1.041
C 2.854 -9.091 1.754
C 2.520 -8.988 3.278
C 3.201 -10.021 4.129
C 4.728 -9.723 4.003
C 5.198 -9.878 2.546
N 4.331 -8.989 1.717
O 4.780 -8.878 0.409
C 6.617 -9.321 2.471
C 5.336 -11.338 2.140
C 2.295 -7.715 1.100
H 1.201 -10.300 0.725
H 2.465 -11.184 1.633
H 2.714 -10.374 0.060
H 2.660 -7.940 3.542
H 1.502 -9.265 3.550
H 2.955 -11.080 4.052
H 2.956 -9.758 5.158
H 5.188 -10.455 4.667
H 4.960 -8.730 4.387
H 6.446 -8.245 2.508
H 7.269 -9.609 3.295
H 7.185 -9.560 1.572
H 5.771 -11.466 1.149
H 6.038 -11.770 2.854
H 4.384 -11.836 2.320
H 1.308 -7.416 1.453
H 2.228 -7.746 0.013
H 2.971 -6.881 1.290
H 4.978 -7.941 0.342
C -2.616 1.641 0.087
C -1.368 0.639 0.185
C -0.085 1.496 0.344
C 1.139 0.806 0.861
C 0.789 0.180 2.289
C -0.415 -0.777 2.131
N -1.555 -0.113 1.429
O -2.786 -0.720 1.464
C 0.026 -2.084 1.465
C -0.842 -1.198 3.493
C -1.342 -0.254 -1.045
H -3.593 1.180 -0.054
H -2.497 2.425 -0.660
H -2.629 2.158 1.046
H 0.182 1.832 -0.658
H -0.371 2.425 0.836
H 1.867 1.601 1.023
H 1.544 0.133 0.106
H 0.631 0.959 3.035
H 1.634 -0.320 2.762
H -0.724 -2.875 1.480
H 0.438 -1.996 0.460
H 0.855 -2.488 2.046
H -0.045 -1.612 4.112
H -1.438 -0.405 3.944
H -1.523 -2.039 3.362
H -1.509 0.434 -1.874
H -2.139 -0.989 -1.160
H -0.363 -0.648 -1.316
H -3.355 0.016 1.700
C 6.556 -5.296 -3.681
C 6.317 -4.321 -2.531
C 4.878 -3.649 -2.438
O 6.555 -5.067 -1.343
H 6.409 -4.746 -4.610
H 5.866 -6.139 -3.628
H 7.511 -5.819 -3.637
H 7.121 -3.666 -2.867
H 4.772 -2.921 -3.242
H 4.846 -3.149 -1.470
H 4.103 -4.413 -2.368
H 6.746 -4.441 -0.641
C -0.063 8.282 0.047
C 0.978 9.119 0.816
C 0.707 10.620 0.793
O 1.062 8.756 2.100
H -1.008 8.031 0.528
H 0.304 7.268 -0.112
H -0.269 8.785 -0.898
H 1.977 8.975 0.404
H 1.107 11.116 1.677
H -0.362 10.831 0.758
H 1.185 11.085 -0.070
H 1.428 7.872 2.030
C 4.662 4.700 5.209
C 4.709 5.640 3.911
C 5.785 5.159 2.925
O 3.494 5.486 3.295
H 5.624 4.528 5.691
H 4.387 3.700 4.875
H 3.938 5.154 5.885
H 4.806 6.680 4.225
H 5.779 5.647 1.950
H 5.482 4.183 2.545
H 6.841 5.303 3.153
H 2.875 5.737 3.985
C -5.555 -2.323 8.562
C -4.467 -1.368 8.091
C -5.032 -0.233 7.237
O -3.801 -0.904 9.228
H -5.273 -3.241 9.076
H -5.979 -2.630 7.606
H -6.231 -1.821 9.255
H -3.777 -1.941 7.471
H -5.422 -0.616 6.294
H -4.155 0.339 6.936
H -5.765 0.459 7.652
H -4.326 -0.680 10.000
C 6.023 -5.348 6.791
C 4.764 -4.876 6.070
C 4.359 -3.521 6.656
O 5.184 -4.811 4.765
H 6.852 -4.671 6.586
H 6.226 -6.418 6.750
H 5.773 -5.285 7.850
H 3.905 -5.527 6.232
H 3.380 -3.202 6.299
H 5.119 -2.746 6.753
H 4.155 -3.672 7.716
H 5.054 -5.511 4.121
C -9.668 -4.157 2.953
C -8.270 -3.573 3.453
C -7.170 -3.507 2.430
O -8.538 -2.212 3.918
H -10.344 -4.363 3.783
H -9.476 -5.104 2.447
H -10.147 -3.472 2.254
H -7.907 -4.203 4.265
H -6.252 -3.183 2.919
H -7.385 -3.010 1.484
H -6.985 -4.503 2.028
H -8.971 -1.602 3.316
C -3.683 -8.210 3.223
C -3.161 -7.519 4.487
C -4.286 -6.794 5.313
O -2.879 -8.473 5.434
H -4.493 -8.935 3.297
H -2.858 -8.646 2.661
H -4.218 -7.505 2.585
H -2.384 -6.795 4.244
H -4.465 -5.763 5.005
H -4.208 -6.797 6.400
H -5.171 -7.371 5.046
H -3.748 -8.811 5.659
C 8.877 -0.889 1.211
C 7.877 -1.422 2.288
C 6.750 -0.349 2.497
O 7.367 -2.686 1.920
H 8.778 0.188 1.077
H 8.513 -1.134 0.213
H 9.902 -1.190 1.428
H 8.422 -1.560 3.222
H 6.247 -0.087 1.567
H 7.012 0.514 3.110
H 5.959 -0.732 3.142
H 7.178 -3.277 2.653

No. 7
Molecular formula: C3H10O3S
Method: DFT, the ωB97M-V functional and the def2-TZVPD basis

Molecular weight ... 126.177 g mol⁻¹
E_tot ... -20242.555 eV
Kohn-Sham gap ... 3.569 eV

Atoms and positions in Å:
O -2.645 -1.112 0.996
C -0.075 1.203 -0.996
C 0.003 -0.153 -1.367
C 0.087 -1.183 -0.244
S 1.849 -1.407 0.340
H -0.836 1.372 -0.229
H 0.177 2.015 -1.648
H -3.181 -1.296 1.801
H -0.359 -0.725 0.656
H -0.261 -2.190 -0.399
H 3.009 0.584 -0.312
H -2.116 1.621 2.186
H -2.345 -0.146 1.280
O -1.935 1.124 1.439
H 0.436 -0.484 -2.423
H 4.275 -0.051 -0.508
O 3.914 0.830 -0.571